Record 1
This record from the OMol25 dataset describes a molecular structure, B2H26NiO9. The level of theory is ωB97M-V with the def2-TZVPD basis set.

- Frontier orbital gap (alpha / beta): 10.0 / 3.5 eV
- HOMO energy (alpha / beta): -13.844 / -13.817 eV
- LUMO (alpha / beta): -3.8 / -10.3 eV
- Spin multiplicity: 4
- Total charge: +1

Cartesian coordinates (Å):
Ni -1.887 -0.266 -0.996
B -0.942 -2.013 -1.973
H -1.994 -1.794 -2.074
H -0.425 -1.106 -2.245
H -0.655 -2.330 -0.983
H -0.702 -2.805 -2.666
B 0.158 0.464 0.064
H 1.008 1.029 0.413
H -0.649 0.720 0.734
H -0.155 0.851 -0.893
H 0.283 -0.605 -0.014
O 2.104 -1.167 1.267
H 2.328 -1.990 0.832
H 1.527 -0.718 0.649
O -0.008 -0.106 3.903
H -0.420 0.040 3.051
H -0.740 -0.263 4.499
O 0.161 2.516 2.042
H 0.049 1.851 1.363
H 1.068 2.413 2.331
O 1.789 -2.903 -1.738
H 0.873 -2.630 -1.782
H 1.878 -3.311 -0.877
O -2.250 -1.352 0.758
H -2.029 -2.251 0.999
H -2.426 -0.916 1.592
O 1.670 2.543 -1.437
H 1.212 2.641 -2.271
H 1.257 1.786 -1.023
O -1.666 0.947 -2.697
H -0.918 1.448 -3.024
H -2.413 1.279 -3.194
O 4.081 1.020 1.395
H 3.807 1.349 2.251
H 3.503 0.276 1.227
O -2.668 1.554 -0.101
H -2.271 2.311 0.329
H -3.539 1.485 0.290

Mulliken atomic charge list, values in e, 6 entries: atom 1 (Ni): 0.176, atom 2 (B): -0.894, atom 3 (H): 0.091, atom 4 (H): 0.188, atom 5 (H): -0.088, atom 6 (H): -0.012



Record 2
This record from the OMol25 dataset describes a molecular structure, B2H28NiO10. The level of theory is ωB97M-V with the def2-TZVPD basis set.

- Frontier orbital gap (alpha / beta): 9.7 / 9.2 eV
- HOMO energy (alpha / beta): -10.208 / -10.162 eV
- LUMO (alpha / beta): -0.5 / -1.0 eV
- Spin multiplicity: 3

Cartesian coordinates (Å):
Ni -1.665 0.337 -0.717
B 0.410 -0.198 0.158
H 1.373 -0.385 -0.362
H 0.595 -0.190 1.260
H 0.032 0.827 -0.009
H -0.332 -0.955 -0.146
B -1.101 -0.054 -2.762
H -0.666 -0.428 -3.720
H -2.084 0.433 -3.021
H -1.162 -0.892 -2.040
H -0.478 0.771 -2.328
O 1.595 3.257 -1.876
H 1.993 3.194 -2.748
H 1.542 2.347 -1.569
O 0.631 -2.973 -1.038
H 1.287 -3.222 -0.384
H 0.729 -2.014 -1.126
O -0.082 2.075 3.005
H -0.509 2.410 2.215
H 0.861 2.116 2.808
O -2.316 0.859 1.251
H -2.529 0.441 2.092
H -2.631 1.763 1.340
O 0.979 -2.106 2.653
H 0.916 -1.357 2.038
H 1.607 -2.707 2.244
O -2.582 -1.637 -0.300
H -2.509 -2.130 0.531
H -2.909 -2.272 -0.942
O 3.232 -1.065 -1.550
H 3.871 -0.359 -1.674
H 2.518 -0.664 -1.031
O 2.475 1.811 1.357
H 3.210 1.203 1.253
H 1.752 1.401 0.870
O -1.430 2.480 -0.959
H -1.002 3.063 -0.325
H -1.460 2.989 -1.776
O -1.669 -2.492 2.292
H -0.728 -2.280 2.455
H -1.765 -3.401 2.581

Mulliken atomic charge list, values in e, 6 entries: atom 1 (Ni): 0.030, atom 2 (B): 2.022, atom 3 (H): -0.552, atom 4 (H): 0.289, atom 5 (H): 0.496, atom 6 (H): 0.246



Record 3
This record from the OMol25 dataset describes B3Br3S3 in the gas phase. The level of theory is ωB97M-V with the def2-TZVPD basis set.

- Frontier orbital gap: 9.1 eV
- SMILES: BrB1SB(Br)SB(Br)S1
- HOMO energy: -10.176 eV
- LUMO: -1.1 eV
- Spin multiplicity: 1

Cartesian coordinates (Å):
Br 0.154 2.110 2.759
B 0.485 1.271 1.010
S -0.395 1.893 -0.452
B -1.157 0.418 -1.229
Br -2.641 0.686 -2.520
S -0.625 -1.289 -0.860
B 0.897 -1.566 0.121
Br 1.642 -3.421 0.263
S 1.641 -0.101 0.909

Mulliken atomic charge list, values in e, 6 entries: atom 1 (Br): -0.180, atom 2 (B): 0.418, atom 3 (S): -0.213, atom 4 (B): 0.419, atom 5 (Br): -0.209, atom 6 (S): -0.224



Record 4
This record from the OMol25 dataset describes a molecular structure, B3CsH12. The level of theory is ωB97M-V with the def2-TZVPD basis set.

- Frontier orbital gap: 6.2 eV
- HOMO energy: -2.173 eV
- LUMO: 4.0 eV
- Spin multiplicity: 1
- Total charge: -2

Cartesian coordinates (Å):
Cs 0.040 -1.535 -0.635
B -1.068 1.130 -2.404
H -1.348 1.876 -3.327
H -0.091 1.601 -1.878
H -1.945 1.114 -1.588
H -0.876 -0.007 -2.732
B 3.156 -0.804 1.155
H 3.431 0.341 1.452
H 2.056 -0.788 0.683
H 3.943 -1.135 0.281
H 3.192 -1.525 2.133
B -2.058 -0.067 1.374
H -3.155 0.467 1.422
H -2.236 -1.036 0.693
H -1.289 0.679 0.843
H -1.751 -0.310 2.527

Mulliken atomic charge list, values in e, 6 entries: atom 1 (Cs): 0.704, atom 2 (B): 0.237, atom 3 (H): -0.253, atom 4 (H): -0.230, atom 5 (H): -0.131, atom 6 (H): -0.470



Record 5
This record from the OMol25 dataset describes a molecular structure, B4CaF12H4. The level of theory is ωB97M-V with the def2-TZVPD basis set.

- Frontier orbital gap: 9.4 eV
- HOMO energy: -3.570 eV
- LUMO: 5.8 eV
- Spin multiplicity: 1
- Total charge: -2

Cartesian coordinates (Å):
Ca 0.024 0.028 0.074
B -2.189 -0.296 -0.961
H -1.663 -1.263 -1.231
H -3.296 -0.332 -1.327
H -2.185 -0.055 0.149
H -1.709 0.618 -1.441
B 1.720 0.203 -1.845
F 0.861 -0.900 -1.855
F 2.419 0.298 -0.624
F 2.571 0.213 -2.953
F 0.899 1.322 -1.776
B 0.370 -2.417 1.436
F -0.188 -2.284 0.170
F -0.416 -1.545 2.163
F 0.444 -3.715 1.919
F 1.649 -1.842 1.239
B 0.145 2.440 1.370
F 0.200 3.482 2.307
F -0.497 2.780 0.193
F 1.406 1.935 1.103
F -0.564 1.331 1.890

Mulliken atomic charge list, values in e, 6 entries: atom 1 (Ca): 1.283, atom 2 (B): 0.343, atom 3 (H): -0.225, atom 4 (H): -0.255, atom 5 (H): -0.166, atom 6 (H): -0.137



Record 6
This record from the OMol25 dataset describes a molecular structure, B4CuF8H8. The level of theory is ωB97M-V with the def2-TZVPD basis set.

- Frontier orbital gap (alpha / beta): 8.9 / 7.3 eV
- HOMO energy (alpha / beta): -3.167 / -3.309 eV
- LUMO (alpha / beta): 5.7 / 4.0 eV
- Spin multiplicity: 2
- Total charge: -2

Cartesian coordinates (Å):
Cu -0.153 0.026 0.005
B 1.501 -0.951 -1.259
H 2.285 -1.565 -1.833
H 0.957 -1.736 -0.612
H 2.097 -0.244 -0.577
H 0.852 -0.388 -2.022
B -2.066 -0.515 -1.018
H -1.476 -1.499 -1.066
H -1.463 0.305 -1.517
H -3.026 -0.676 -1.626
H -2.220 -0.261 0.094
B -0.174 -1.193 2.240
F -0.799 -1.815 1.126
F 1.180 -1.316 2.000
F -0.568 0.158 2.166
F -0.612 -1.875 3.370
B 0.734 2.753 0.066
F 1.269 2.138 -1.043
F 0.853 4.132 -0.009
F -0.613 2.257 0.330
F 1.443 2.267 1.185

Mulliken atomic charge list, values in e, 6 entries: atom 1 (Cu): 0.530, atom 2 (B): 0.934, atom 3 (H): -0.205, atom 4 (H): -0.240, atom 5 (H): -0.368, atom 6 (H): -0.329



Record 7
This record from the OMol25 dataset describes a molecular structure, B6CaH24. The level of theory is ωB97M-V with the def2-TZVPD basis set.

- Frontier orbital gap: 5.3 eV
- HOMO energy: 4.346 eV
- LUMO: 9.6 eV
- Spin multiplicity: 1
- Total charge: -4

Cartesian coordinates (Å):
Ca 2.809 15.956 17.426
B 0.716 16.310 15.887
H 0.038 15.330 15.917
H 1.756 16.090 15.467
H 0.140 17.165 15.278
H 0.847 16.584 16.991
B 2.825 16.954 19.789
H 3.324 15.997 19.430
H 2.075 17.249 18.976
H 2.384 16.680 20.870
H 3.614 17.838 19.925
B 4.445 17.581 16.242
H 4.383 16.638 15.606
H 3.355 17.896 16.313
H 4.930 17.302 17.237
H 5.032 18.465 15.679
B 4.453 14.297 13.944
H 4.158 13.155 13.672
H 5.594 14.428 14.247
H 4.331 14.929 12.918
H 3.715 14.660 14.830
B 1.862 13.491 17.977
H 2.336 13.885 17.016
H 0.750 13.149 17.702
H 2.513 12.546 18.304
H 2.025 14.377 18.680
B 5.317 14.606 17.523
H 4.917 15.373 18.278
H 6.182 14.947 16.790
H 5.561 13.562 18.079
H 4.398 14.309 16.893

Mulliken atomic charge list, values in e, 6 entries: atom 1 (Ca): -0.251, atom 2 (B): 0.338, atom 3 (H): -0.276, atom 4 (H): -0.157, atom 5 (H): -0.306, atom 6 (H): -0.294



Number 1: DFT total energy -61228.2782 eV. Number 2: DFT total energy -63321.2111 eV. Number 3: DFT total energy -244668.3821 eV. Number 4: DFT total energy -2768.4298 eV. Number 5: DFT total energy -53843.3652 eV. Number 6: DFT total energy -69224.6890 eV. Number 7: DFT total energy -22869.8156 eV.